Here is C3H9NOS in the gas phase at a distorted geometry from the Open Molecules 2025 dataset. Energies are from ωB97M-V/def2-TZVPD.

```
15
Properties=species:S:1:pos:R:3:forces:R:3
O -2.46249 0.31699 -0.47724 -0.3 -1.4 1.5
C -1.88623 -0.09130 0.83722 -0.8 -1.2 -1.5
N -0.48687 0.13462 0.97795 0.4 -0.7 -0.7
C 0.44040 -0.55837 0.00719 0.4 0.7 1.4
C 1.72448 0.33306 -0.15087 -1.5 -1.1 -0.5
S 2.95799 -0.56091 -1.09050 -0.1 -0.1 -1.6
H -2.07836 1.11428 -0.78590 0.6 1.3 -0.2
H -2.13877 -1.19190 0.77071 0.5 1.1 0.6
H -2.42988 0.37110 1.68051 0.2 0.0 -0.5
H -0.30948 1.12691 0.95160 0.1 0.2 0.2
H -0.03312 -0.71209 -0.96023 0.0 0.0 -0.1
H 0.77233 -1.54734 0.42561 -0.5 0.9 -0.4
H 2.14756 0.52515 0.81968 0.2 0.2 0.4
H 1.48823 1.25914 -0.67086 0.0 0.2 0.2
H 2.29420 -0.51935 -2.33487 0.7 0.0 1.4
```
Positions in Å, forces in eV/Å.

The calculation puts the orbital gap at 0.36528 hartree. The value obtained for the relative energy (zero: lowest compared OMol25 entry of this formula, charge and spin) is 1.207 eV. For the total energy, the calculation gives -647.85372 a.u. Its LUMO energy is 0.699 eV. The value obtained for the HOMO energy is -9.241 eV.

Atomic partial charges in e from the natural (NBO) method, atoms 1 to 8: -0.7597, 0.0829, -0.6427, -0.2282, -0.5401, -0.0306, 0.4550, 0.1778

***

Here is C2H5N3OS in the gas phase at a distorted geometry from the Open Molecules 2025 dataset. Energies are from ωB97M-V/def2-TZVPD.

```
12
Properties=species:S:1:pos:R:3:forces:R:3
N -1.03187 -0.14917 -1.28113 5.6 0.9 5.2
N -0.56441 -1.32938 -0.77308 2.3 0.2 1.5
C 0.54891 -1.29083 -0.03460 -5.0 -3.6 0.5
C 1.17897 -0.03160 0.15110 3.8 0.2 -1.9
O 2.25321 0.07293 -0.45430 -0.6 0.8 1.2
N 0.58245 1.03001 0.74162 -5.0 -3.5 0.2
S -0.76148 0.70168 1.85655 -1.3 1.0 -1.3
H -0.41627 0.70221 -1.12604 -1.7 -1.3 -1.1
H -1.65844 -0.29855 -1.92623 -3.7 -0.3 -4.3
H 0.75096 -2.23879 0.66520 -0.1 2.3 -2.1
H 1.14350 1.69772 1.05059 3.0 3.8 1.3
H -2.02553 1.13376 1.13032 2.8 -0.7 0.9
```
Positions in Å, forces in eV/Å.

The calculation puts the orbital gap at 0.33779 hartree. The value obtained for the relative energy (zero: lowest compared OMol25 entry of this formula, charge and spin) is 4.153 eV. For the total energy, the calculation gives -716.78809 a.u. Its LUMO energy is 0.323 eV. The value obtained for the HOMO energy is -8.869 eV.

Atomic partial charges in e from the natural (NBO) method, atoms 1 to 8: -0.6456, -0.1777, -0.1272, 0.5589, -0.5567, -0.7186, 0.1283, 0.3713

***

Here is a molecular structure, C8H5Br2FO2S at a distorted geometry from the Open Molecules 2025 dataset. Energies are from ωB97M-V/def2-TZVPD.

```
19
Properties=species:S:1:pos:R:3:forces:R:3
C 0.78767 -0.81671 -0.68241 0.0 0.0 0.0
C -0.46143 -1.27489 -0.29445 0.0 0.0 0.0
C 1.28474 0.37990 -0.18729 -0.1 0.1 0.1
C -1.22700 -0.52662 0.58610 -0.1 -0.2 -0.1
C 0.53512 1.12187 0.71174 0.3 0.1 -0.1
C -0.71014 0.65324 1.07962 -0.6 0.4 0.5
C -2.02237 3.18653 1.59691 -2.1 0.1 -4.3
C -3.07198 3.24381 -0.08531 2.5 -0.7 4.3
O -2.94358 0.88466 2.46296 0.0 0.1 -0.3
O -0.88208 1.83102 3.44131 0.3 0.2 -0.1
F -0.92770 3.89912 1.43521 -0.1 0.1 0.2
S -1.68797 1.55339 2.28921 0.1 -0.4 0.2
Br -4.36149 1.94556 -0.14811 -0.4 -0.1 -0.3
Br -3.38959 4.89310 -0.79422 0.0 0.4 -0.1
H 1.38281 -1.39790 -1.37100 0.0 0.0 -0.1
H -0.84158 -2.21346 -0.66938 0.0 0.0 -0.1
H 2.25666 0.73312 -0.49572 0.1 0.0 0.0
H -2.20364 -0.84621 0.91385 -0.1 -0.1 0.0
H 0.91641 2.04025 1.12943 0.1 0.1 0.0
```
Positions in Å, forces in eV/Å.

The calculation puts the orbital gap (alpha / beta) at 0.26208 / 0.30501 hartree. The value obtained for the relative energy (zero: lowest compared OMol25 entry of this formula, charge and spin) is 0.000 eV. For the total energy, the calculation gives -6104.20514 a.u. Its LUMO energy (alpha / beta) is -1.634 / -1.234 eV. The value obtained for the HOMO energy (alpha / beta) is -8.765 / -9.534 eV.

Atomic partial charges in e from the natural (NBO) method, atoms 1 to 8: -0.1821, -0.2071, -0.2062, -0.2113, -0.2133, -0.2482, 0.1771, -0.3922

***

Here is 4 unconnected molecules or ions with the total composition C2H12O3S2 at a distorted geometry from the Open Molecules 2025 dataset. Energies are from ωB97M-V/def2-TZVPD.

```
19
Properties=species:S:1:pos:R:3:forces:R:3
C -1.27168 -0.06104 2.02535 -0.4 -0.5 -0.1
S -0.68857 1.44171 1.26343 0.0 0.5 0.4
S -1.47710 1.18613 -0.62659 -0.1 0.0 -0.6
C -0.93706 2.83363 -1.21974 0.0 -1.7 -0.6
H -0.84046 -0.94721 1.56357 0.0 -0.1 0.1
H -2.35403 -0.15529 2.02137 -0.1 0.1 -0.3
H -1.00510 -0.02758 3.06607 0.5 0.1 0.4
H 0.14177 2.82962 -1.22987 0.3 0.4 0.1
H -1.38888 3.52246 -0.57035 -0.2 1.2 0.8
H -1.32208 2.98249 -2.22335 0.0 -0.1 -0.1
O -0.80311 -2.88174 -0.93112 0.2 0.0 0.4
H -0.56931 -1.98098 -0.67812 -0.1 0.0 -0.3
H 0.01035 -3.35028 -0.69637 -0.1 0.0 -0.2
O 2.08078 -2.23392 -1.14145 -0.8 -0.4 0.5
H 2.58738 -2.64287 -1.83863 0.4 0.3 -0.2
H 2.43376 -1.38457 -0.86438 0.5 0.1 -0.2
O 2.12235 0.06721 0.63156 0.3 -0.2 -0.2
H 2.08429 0.99930 0.87199 -0.1 -0.1 0.0
H 1.19670 -0.19709 0.57663 0.0 0.2 0.1
```
Positions in Å, forces in eV/Å.

The calculation puts the orbital gap at 0.31994 hartree. The value obtained for the relative energy (zero: lowest compared OMol25 entry of this formula, charge and spin) is 0.760 eV. For the total energy, the calculation gives -1105.47364 a.u. Its LUMO energy is 0.405 eV. The value obtained for the HOMO energy is -8.301 eV.

Atomic partial charges in e from the natural (NBO) method, atoms 1 to 8: -0.7597, 0.0560, 0.0585, -0.7171, 0.2149, 0.2325, 0.2422, 0.2208

***

Here is C3H7N3O2 in the gas phase at a distorted geometry from the Open Molecules 2025 dataset. Energies are from ωB97M-V/def2-TZVPD.

```
15
Properties=species:S:1:pos:R:3:forces:R:3
H -0.67626 1.66138 -1.01416 -2.9 -2.8 1.1
N -1.57756 1.03812 -0.72248 2.0 -1.0 0.4
C -1.45097 -0.13295 -0.17898 1.8 -1.4 0.2
N -2.38599 -1.13103 0.05869 0.0 -3.0 2.4
O -0.24766 -0.91292 0.25080 -1.6 5.1 -0.2
N 0.92043 -0.09592 -0.03770 -1.2 1.7 1.4
C 1.23532 1.27512 0.49514 2.8 0.3 0.0
C 1.80032 -1.03767 -0.27578 -0.3 -1.3 -2.6
O 2.96389 -0.89666 -0.40262 2.9 0.1 0.4
H -2.42582 -2.13312 0.82862 1.3 4.8 -3.2
H -3.30674 -0.86504 -0.04341 -2.2 0.8 -0.5
H 1.73893 1.34398 1.60975 -1.2 -0.4 -3.0
H 1.90991 1.92584 -0.35637 -1.4 -2.5 2.5
H 0.33947 1.81686 0.44001 -1.1 0.6 0.8
H 1.16274 -1.85599 -0.65151 1.0 -1.0 0.3
```
Positions in Å, forces in eV/Å.

The calculation puts the orbital gap at 0.36670 hartree. The value obtained for the relative energy (zero: lowest compared OMol25 entry of this formula, charge and spin) is 6.756 eV. For the total energy, the calculation gives -433.07451 a.u. Its LUMO energy is 0.321 eV. The value obtained for the HOMO energy is -9.657 eV.

Atomic partial charges in e from the natural (NBO) method, atoms 1 to 8: 0.3953, -0.7699, 0.6884, -0.8402, -0.3896, -0.1913, -0.4562, 0.5143

***

Here is a molecular structure, C16H29F10NbO8PS from the Open Molecules 2025 dataset. Energies are from ωB97M-V/def2-TZVPD.

```
66
Properties=species:S:1:pos:R:3:forces:R:3
C 0.21746 0.08828 2.68645 -0.1 -0.1 0.2
C 1.06419 0.20108 1.41528 0.0 -0.4 0.0
P 1.47577 1.93229 0.95384 -0.7 0.1 0.1
C 2.12219 1.73112 -0.77480 0.0 0.0 -0.1
C 2.98654 0.48553 -0.98774 0.1 -0.1 0.0
Nb -0.53514 3.41215 0.82384 0.0 0.0 -0.5
F 0.01682 3.84694 -0.91093 0.6 0.3 -0.7
S -3.07808 3.93895 0.52056 -0.2 0.0 -0.1
O -3.84632 3.54602 1.69060 0.0 0.2 0.1
O -3.16727 5.31332 0.04091 0.0 -0.1 0.1
C -4.01613 3.05784 -0.91844 0.5 -0.5 0.1
F -4.77992 3.96720 -1.53189 -0.1 0.3 -0.2
F -3.08653 2.61944 -1.80510 0.1 0.0 -0.2
C -4.98273 1.88307 -0.63585 0.4 -0.3 0.0
F -5.92101 2.32195 0.20263 -0.4 0.1 0.3
F -5.59459 1.55156 -1.80012 -0.1 0.0 -0.3
C -4.45477 0.53430 -0.04212 0.1 0.2 -0.2
F -5.55036 -0.16142 0.33006 -0.2 -0.1 0.1
F -3.71698 0.78278 1.03417 0.1 -0.1 0.4
C -3.64608 -0.44667 -0.94050 0.3 0.1 -0.4
F -3.46099 -1.59180 -0.24775 0.0 0.4 -0.3
F -2.44992 0.04857 -1.27328 -0.5 -0.3 0.2
F -4.30817 -0.75156 -2.06836 0.2 0.0 0.4
H -0.84910 0.11113 2.44187 0.2 0.0 0.1
H 0.39653 0.91924 3.37735 0.0 -0.1 -0.1
H 0.43530 -0.84263 3.22263 -0.1 0.1 -0.1
H 0.52401 -0.21331 0.55410 0.1 -0.1 0.2
H 1.98273 -0.39150 1.52444 -0.1 0.2 0.0
H 1.27479 1.75184 -1.46725 0.2 -0.1 0.0
H 2.71832 2.62963 -0.97101 -0.2 -0.1 0.0
H 3.60480 0.59717 -1.88780 -0.1 -0.1 0.1
H 2.37263 -0.41423 -1.10430 0.1 0.1 0.0
H 3.66136 0.30624 -0.14170 0.0 0.1 -0.1
H -0.11749 5.03793 1.58698 -0.6 -0.3 0.4
H -0.62341 2.98931 2.57082 0.5 -0.2 0.1
H -1.38187 1.79345 0.61957 0.1 0.4 0.5
C 7.41449 0.14739 -6.98987 -0.1 0.0 0.0
C 7.05122 0.26879 -5.52723 0.0 0.0 0.1
O 5.62711 0.33126 -5.32888 -0.1 -0.1 -0.1
C 4.98833 -0.83769 -5.39235 0.0 -0.1 0.0
O 5.49887 -1.91644 -5.57466 -0.1 0.1 0.0
O 3.68992 -0.61266 -5.21253 0.1 0.0 0.0
C 2.85859 -1.77744 -5.27320 0.0 0.1 0.1
H 6.96562 0.96115 -7.56002 0.0 0.0 0.0
H 8.49790 0.20124 -7.10341 0.0 0.0 0.0
H 7.07010 -0.80283 -7.39448 0.0 0.0 0.0
H 7.41242 1.20368 -5.10359 0.0 0.0 0.0
H 7.45339 -0.56045 -4.94626 0.0 0.0 0.0
H 3.22428 -2.54222 -4.59167 0.0 0.0 0.0
H 2.83575 -2.17478 -6.28666 0.0 0.0 0.0
H 1.87377 -1.43360 -4.97430 0.0 0.0 0.0
C -1.84570 -2.29025 7.59505 -0.1 0.0 0.0
C -1.82756 -3.64166 6.91751 0.0 -0.1 0.0
O -2.89329 -3.77866 5.95731 0.0 0.1 -0.1
C -2.67423 -3.16669 4.78855 0.0 0.1 -0.1
O -1.67625 -2.56867 4.47688 0.0 -0.1 0.1
O -3.74916 -3.32712 4.01790 0.1 0.0 0.1
C -3.66882 -2.65200 2.74904 0.0 0.0 0.0
H -2.81942 -2.10719 8.05042 0.0 0.0 0.0
H -1.08595 -2.26271 8.37721 0.0 0.0 0.0
H -1.63367 -1.49749 6.88000 0.0 0.0 0.0
H -2.01179 -4.44725 7.62621 0.0 0.0 0.0
H -0.87631 -3.82073 6.41753 0.0 0.0 0.0
H -2.75986 -2.93579 2.22379 0.0 0.0 0.0
H -3.67556 -1.57286 2.89075 0.0 0.0 0.0
H -4.55084 -2.97159 2.20387 0.0 0.0 0.0
```
Positions in Å, forces in eV/Å.

The calculation puts the orbital gap at 0.26919 hartree. For the total energy, the calculation gives -3024.15219 a.u. Its LUMO energy is 2.171 eV. The value obtained for the HOMO energy is -5.154 eV. As for the net charge: -1.

Atomic partial charges in e from the natural (NBO) method, atoms 1 to 8: -0.6137, -0.6997, 0.4340, -0.7051, -0.6126, 1.1806, -0.5787, 1.6561